Entry 1:
{
  "formula": "C2O",
  "method": "ωB97M-V/def2-TZVPD",
  "e_above_lowest_kj_mol": 190.80,
  "energy_ha": -151.14999,
  "gap_ev": [7.81, 7.81],
  "species": ["C", "C", "O"],
  "xyz": [[0.784504, 0.195722, -0.661579], [-0.569081, 0.207686, 0.838237], [-0.287699, -0.538755, -0.235927]],
  "forces_ev_per_angstrom": [[-2.62, 0.89, 3.78], [3.51, 0.90, -2.93], [-0.89, -1.79, -0.85]],
  "nbo_charge": [0.295, 0.321, -0.616]
}

---

Entry 2:
{
  "formula": "C27H48BCl2F7N4O9PS",
  "method": "ωB97M-V/def2-TZVPD",
  "total_charge": 1,
  "energy_ha": -4336.60958,
  "gap_ev": 6.57,
  "species": ["C", "C", "C", "C", "C", "C", "C", "C", "C", "C", "B", "N", "O", "C", "N", "C", "N", "C", "C", "O", "C", "C", "O", "C", "N", "C", "Cl", "C", "C", "Cl", "C", "S", "O", "O", "C", "F", "F", "C", "F", "F", "C", "F", "F", "F", "H", "H", "H", "H", "H", "H", "H", "H", "H", "H", "H", "H", "H", "H", "H", "H", "H", "H", "H", "H", "H", "H", "H", "H", "H", "H", "H", "H", "H", "H", "H", "H", "H", "H", "H", "H", "H", "H", "H", "C", "O", "P", "O", "O", "C", "O", "C", "H", "H", "H", "H", "H", "H", "H", "H", "H"],
  "xyz": [[1.761933, -3.548578, 2.119905], [1.158833, -3.901317, 3.603899], [1.284450, -2.665631, 4.698978], [-0.071677, -1.717533, 4.464076], [0.213521, -0.118537, 4.863575], [1.236981, 0.542391, 3.767913], [1.123916, 2.163294, 3.585105], [-0.426338, 2.699637, 3.256021], [-0.547572, 3.536693, 1.856579], [-0.973289, 2.689943, 0.521525], [-0.636838, 1.066673, 0.639238], [-1.502796, 0.073806, 1.453501], [0.579422, 0.417829, 0.031908], [0.103230, 3.251927, -0.636513], [0.130730, 4.755618, -0.752721], [-0.180457, 2.651966, -2.131782], [0.710351, 3.338726, -3.182554], [2.178447, 3.178411, -2.851264], [2.922884, 1.776192, -2.439255], [2.927988, 4.311764, -2.855376], [0.525943, 2.731170, -4.553604], [0.715239, 1.155253, -4.962732], [0.214896, 3.602266, -5.553859], [-1.730081, 2.990962, -2.483049], [-2.756341, 2.464689, -1.456454], [-4.069247, 3.001829, -2.070714], [-4.509016, 4.841591, -2.081934], [-5.072060, 2.135655, -2.773625], [-4.880743, 0.524493, -2.972436], [-6.623142, 2.895386, -3.519757], [-2.506211, 3.007016, -0.041231], [-3.888859, 2.671882, 1.164232], [-5.065214, 3.694637, 0.893417], [-3.551714, 2.932848, 2.665016], [-4.675360, 0.976167, 1.095450], [-4.155263, 0.067480, 0.053681], [-4.351868, 0.302640, 2.410482], [-6.347955, 1.011489, 1.069660], [-6.871099, 1.597030, -0.221894], [-6.873383, 1.768878, 2.268309], [-7.038342, -0.477367, 1.178122], [-6.926616, -1.088310, 2.556087], [-6.676633, -1.418991, 0.095157], [-8.522279, -0.234490, 1.013306], [0.932090, -3.453015, 1.273015], [2.439211, -4.469932, 1.785407], [2.468420, -2.600989, 2.102315], [0.048503, -4.272137, 3.438380], [1.769759, -4.841513, 4.006961], [1.283707, -3.036882, 5.814731], [2.234817, -2.026817, 4.436887], [-0.988108, -2.065174, 5.112057], [-0.352871, -1.860562, 3.333579], [-0.779903, 0.476599, 5.038422], [0.790462, -0.164816, 5.893790], [2.338954, 0.328859, 4.174812], [1.154014, -0.079208, 2.767269], [1.762713, 2.475468, 2.629458], [1.581950, 2.788914, 4.492665], [-1.243992, 1.883186, 3.437697], [-0.616257, 3.509180, 4.116768], [-1.389975, 4.367474, 2.015150], [0.491496, 4.117117, 1.756698], [-1.130179, -0.039702, 2.420462], [-1.355946, -0.876320, 1.004890], [1.335301, 0.800760, 0.583598], [1.189291, 2.934476, -0.254480], [0.963101, 5.122735, -1.259245], [-0.766535, 5.174695, -1.066597], [0.003307, 1.505716, -2.263787], [2.260614, 0.829223, -2.645187], [3.265542, 1.792872, -1.297843], [3.940701, 1.741040, -3.061437], [0.064355, 0.510606, -4.217609], [1.857083, 0.838383, -4.844945], [0.331147, 1.010083, -6.062078], [-1.823999, 4.140558, -2.677230], [-2.044817, 2.460195, -3.505003], [-2.683416, 1.426246, -1.524410], [-5.331117, 0.217762, -4.034611], [-5.523745, -0.104412, -2.187400], [-3.753112, 0.185903, -2.990294], [-2.502194, 4.193698, -0.191500], [7.493323, -4.090029, -2.026979], [6.596629, -5.017136, -2.626629], [4.962100, -5.082456, -2.063615], [5.004032, -3.619909, -1.600207], [5.420271, -6.050801, -0.803058], [6.440340, -7.025946, -0.990160], [3.327621, -5.147892, -1.500538], [2.393090, -5.263453, -2.554331], [8.505533, -4.328154, -2.366670], [7.260169, -3.071777, -2.351429], [7.464610, -4.163884, -0.938962], [7.398183, -6.601430, -0.665830], [6.505714, -7.368575, -2.024662], [6.212660, -7.883367, -0.354892], [2.580139, -6.182172, -3.116606], [2.470993, -4.399118, -3.219004], [1.385848, -5.301644, -2.132172]],
  "forces_ev_per_angstrom": [[0.56, -0.68, -0.54], [0.59, -0.72, 0.15], [-1.51, 0.13, -0.92], [0.34, 0.54, 0.42], [0.70, -1.04, 0.16], [0.93, -0.14, 0.92], [-0.26, 0.20, -1.22], [0.35, 1.00, 1.58], [-0.76, 0.75, 1.43], [1.54, 0.16, -1.66], [0.94, -2.48, 1.37], [1.49, 0.49, -1.95], [-1.28, 2.61, 2.05], [0.79, 0.64, -0.75], [-0.36, -1.10, 0.44], [-0.37, -1.07, 0.16], [0.53, -1.98, -0.14], [4.68, 5.38, 0.91], [0.34, 0.27, -0.16], [-5.06, -7.34, -0.02], [-1.53, 4.08, -6.25], [-0.10, 0.45, 0.76], [1.87, -5.65, 6.65], [1.89, 0.27, -2.57], [-0.57, 1.69, -1.08], [-5.42, -1.56, -2.58], [1.61, -3.17, 0.44], [2.68, 1.28, 1.68], [-1.03, -0.05, -0.75], [3.02, -1.47, 1.48], [2.64, 1.70, 0.09], [-4.63, 6.79, 6.07], [4.31, -4.40, -0.79], [0.42, -2.05, -5.69], [0.16, -4.57, 1.81], [-1.59, 2.89, 2.54], [-1.21, 2.23, -4.43], [-1.76, 1.50, 0.16], [1.97, -1.85, 4.38], [2.06, -2.56, -4.52], [-3.71, -1.98, 0.72], [0.12, 2.13, -5.42], [-0.81, 3.31, 4.03], [5.23, -0.82, 0.48], [1.70, 0.01, 1.94], [-1.44, 2.09, 0.61], [-1.57, -1.85, 0.10], [2.17, 0.90, 0.71], [-1.36, 2.08, -0.80], [0.22, 0.70, -2.32], [-1.78, -1.36, 0.70], [1.90, 0.38, -1.28], [0.41, 0.54, 2.03], [1.88, -1.11, -0.53], [-1.33, 0.26, -1.97], [-2.35, 0.43, -1.03], [0.04, 1.49, 1.74], [-1.04, -0.68, 2.00], [-1.11, -1.69, -1.92], [1.58, 1.58, -0.64], [0.15, -1.76, -2.00], [1.92, -1.75, -0.36], [-2.45, -1.39, -0.38], [-0.58, 0.36, -0.75], [-0.08, 1.34, 0.83], [-1.07, -0.80, -1.24], [-2.49, 0.57, -0.91], [-1.17, -0.49, 0.33], [1.31, -0.36, 0.07], [-0.55, 1.81, 0.88], [1.37, 1.93, 0.50], [-0.97, 0.15, -2.50], [-2.41, 0.07, 1.28], [1.39, 1.10, -1.52], [-2.58, 0.73, -0.34], [0.88, 0.46, 2.32], [-0.16, -2.19, 0.72], [0.65, 1.18, 2.26], [-0.66, 0.69, 0.32], [1.06, 0.92, 2.31], [1.59, 1.61, -1.55], [-2.19, 0.79, 0.26], [-0.70, -2.52, 0.68], [-0.05, 0.83, -0.13], [-1.31, -2.35, -2.17], [3.01, 5.78, 8.00], [-0.29, -0.46, -1.61], [-0.95, -0.62, -1.56], [0.51, -0.39, 0.33], [0.57, -2.34, -2.46], [-0.66, -0.08, -0.19], [-0.24, -0.32, -0.20], [0.02, -0.17, 0.28], [-0.20, 0.08, 0.00], [-0.11, -0.18, -0.25], [0.13, 0.06, 0.22], [-0.12, 0.13, 0.01], [-0.39, 0.05, -0.09], [-0.11, 0.02, -0.13], [0.16, -0.01, -0.02]],
  "lowdin_charge": [-0.153, -0.268, -0.192, -0.209, -0.201, -0.226, -0.177, -0.193, -0.131, -0.194, -0.400, 0.134, 0.003, -0.242, 0.058, -0.202, -0.014, -0.267, -0.025, 0.003, -0.272, -0.021, 0.001, -0.061, -0.060, -0.513, 0.638, -0.517, -0.102, 0.594, -0.209, 0.919, -0.344, -0.285, -0.226, -0.007, 0.002, -0.085, 0.015, 0.051, -0.127, 0.045, 0.049, 0.032, 0.072, 0.083, 0.077, 0.111, 0.112, 0.117, 0.101, 0.118, 0.084, 0.106, 0.123, 0.124, 0.096, 0.105, 0.133, 0.088, 0.137, 0.138, 0.144, 0.050, 0.101, 0.111, 0.165, 0.096, 0.081, 0.134, 0.078, 0.111, 0.125, 0.085, 0.105, 0.111, 0.150, 0.175, 0.168, 0.113, 0.100, 0.089, 0.168, -0.140, -0.341, 0.783, -0.274, -0.250, -0.120, -0.265, -0.173, 0.095, 0.083, 0.090, 0.089, 0.087, 0.090, 0.078, 0.078, 0.086]
}